8
Properties=species:S:1:pos:R:3 method="wB97M-V/def2-TZVPD" orbital_gap_ev=10.08 energy_ha=-258.49007 total_charge=+1
C 0.047 -0.407 0.299
N -1.059 -0.939 0.040
N -1.789 0.208 -0.212
N -1.025 1.105 0.189
N 1.286 -0.588 0.031
H -1.122 2.023 -0.201
H 1.636 -1.024 -0.839
H 2.026 -0.378 0.693

=====

22
Properties=species:S:1:pos:R:3 method="wB97M-V/def2-TZVPD" orbital_gap_ev="6.42 / 6.42" energy_ha=-512.25579 total_charge=-1
C 0.642 -0.232 -0.724
C 1.916 -1.137 -0.881
C -2.348 -0.429 -0.373
C -1.244 1.683 0.230
C -1.259 0.200 0.616
N 2.336 -0.689 1.462
N -0.090 -0.588 0.403
N 1.493 0.286 1.745
O 1.749 1.418 1.296
O 2.909 -0.803 0.070
H 0.974 0.808 -0.969
H 0.081 -0.431 -1.746
H 1.607 -2.194 -1.072
H 2.437 -0.846 -1.797
H -2.697 -1.422 -0.179
H -3.331 0.102 -0.368
H -1.943 -0.486 -1.410
H -0.777 1.824 -0.812
H -0.609 2.181 0.981
H -2.228 2.259 0.214
H -1.498 0.109 1.673
H 1.879 -1.613 1.643

=====

42
Properties=species:S:1:pos:R:3 method="wB97M-V/def2-TZVPD" spin_multiplicity=2 orbital_gap_ev="5.25 / 5.29" s_squared=1.231 energy_ha=-8627.23578 total_charge=+1
Ir -1.563 -0.784 -0.204
Se -1.160 0.718 3.118
Se -0.029 2.052 1.606
C -1.329 2.294 0.211
C -1.601 3.611 -0.131
C -2.563 3.889 -1.083
C -3.238 2.831 -1.663
C -2.900 1.546 -1.297
N -1.943 1.258 -0.385
C -0.035 -0.831 2.892
C 0.724 -1.246 3.979
C 1.620 -2.289 3.805
C 1.730 -2.871 2.553
C 0.912 -2.405 1.539
N 0.030 -1.416 1.699
H -1.065 4.404 0.373
H -2.799 4.913 -1.345
H -4.026 2.988 -2.386
H -3.390 0.692 -1.737
H 0.623 -0.746 4.932
H 2.238 -2.623 4.627
H 2.439 -3.664 2.360
H 0.970 -2.835 0.544
N -1.585 -2.915 -0.377
H -2.461 -3.170 -0.822
H -1.539 -3.406 0.512
H -0.834 -3.263 -0.965
C -3.089 -0.799 0.852
H -3.297 -1.597 1.574
H -3.830 0.003 0.866
F 4.971 1.214 -2.174
C 3.746 1.151 -1.688
C 3.386 0.058 -0.814
F 2.491 0.270 0.162
C 2.997 -0.697 -1.963
F 3.882 -1.465 -2.574
C 1.764 -0.326 -2.644
Se 0.043 -0.651 -2.279
C 2.362 0.849 -3.247
F 2.891 0.814 -4.451
C 2.702 1.918 -2.349
F 1.754 2.525 -1.627

=====

22
Properties=species:S:1:pos:R:3 method="wB97M-V/def2-TZVPD" orbital_gap_ev=8.86 energy_ha=-1236.76369 smiles="C1O[C@H]2C[C@H]2S1.NC(=S)CO" total_charge=0
C -3.065 0.427 -1.254
O -3.256 -0.480 -0.197
C -2.540 -0.052 0.931
C -1.190 -0.662 1.145
C -1.312 0.724 0.558
S -1.294 0.904 -1.227
H -3.309 -0.079 -2.190
H -3.693 1.319 -1.130
H -3.158 0.258 1.771
H -0.909 -1.463 0.468
H -0.820 -0.750 2.163
H -1.015 1.589 1.143
N 1.321 -0.516 0.375
C 2.126 0.486 0.030
S 1.881 2.076 0.397
C 3.323 0.039 -0.800
O 3.508 -1.365 -0.805
H 1.542 -1.452 0.060
H 0.472 -0.327 0.882
H 3.136 0.343 -1.834
H 4.210 0.579 -0.452
H 4.042 -1.599 -0.035

=====

87
Properties=species:S:1:pos:R:3 method="wB97M-V/def2-TZVPD" spin_multiplicity=3 orbital_gap_ev="6.22 / 7.19" s_squared=2.008 energy_ha=-4371.59384 total_charge=+1
C 3.671 4.339 2.949
C 2.181 4.205 2.578
I 2.029 2.803 0.960
C 1.602 5.565 2.235
C 0.099 5.638 2.114
C -0.658 4.802 1.048
N -1.532 3.924 1.832
C -1.345 2.448 1.749
C -0.821 1.809 3.007
N 0.026 0.872 3.021
C -1.704 4.524 3.023
N -2.738 4.358 3.816
Br -4.159 3.286 3.353
N -0.660 5.350 3.371
H 3.901 5.337 3.302
H 3.968 3.583 3.664
H 4.281 4.176 2.067
H 1.662 3.791 3.435
H 2.055 6.001 1.350
H 1.882 6.220 3.061
H -0.109 6.667 1.836
H -1.305 5.514 0.538
H -0.113 4.312 0.257
H -2.294 1.997 1.469
H -0.651 2.233 0.946
H -1.196 2.132 3.976
H 0.338 0.616 2.082
H -2.747 4.819 4.712
H -1.049 6.233 3.696
C 3.248 -3.340 -3.063
C 3.476 -2.011 -2.298
C 4.899 -1.950 -1.738
C 5.131 -2.869 -0.542
C 4.083 -2.618 0.541
C 2.651 -2.716 0.018
N 2.473 -1.858 -1.197
O 2.338 -0.621 -0.861
C 2.308 -4.185 -0.282
C 1.677 -2.269 1.101
C 3.296 -0.887 -3.310
H 3.991 -4.099 -2.821
H 2.262 -3.755 -2.863
H 3.296 -3.178 -4.138
H 5.117 -0.921 -1.434
H 5.599 -2.192 -2.538
H 5.117 -3.917 -0.853
H 6.126 -2.689 -0.134
H 4.210 -3.331 1.357
H 4.246 -1.623 0.968
H 1.327 -4.266 -0.753
H 2.276 -4.747 0.651
H 3.034 -4.681 -0.919
H 1.901 -1.269 1.468
H 1.743 -2.953 1.945
H 0.650 -2.280 0.733
H 2.279 -0.872 -3.704
H 3.982 -1.051 -4.140
H 3.517 0.090 -2.886
C -4.935 -0.317 -0.391
C -4.585 -0.942 -1.767
C -4.984 -2.419 -1.802
C -4.072 -3.324 -0.975
C -2.610 -3.122 -1.370
C -2.174 -1.659 -1.305
N -3.126 -0.788 -2.061
O -2.902 -0.864 -3.328
C -2.070 -1.217 0.163
C -0.775 -1.510 -1.889
C -5.399 -0.186 -2.809
H -5.107 -1.066 0.383
H -4.149 0.355 -0.046
H -5.841 0.283 -0.461
H -4.970 -2.766 -2.839
H -6.016 -2.512 -1.458
H -4.211 -3.138 0.094
H -4.352 -4.366 -1.138
H -1.961 -3.715 -0.722
H -2.461 -3.497 -2.387
H -1.866 -0.144 0.221
H -1.250 -1.739 0.656
H -2.961 -1.426 0.751
H -0.712 -1.897 -2.903
H -0.070 -2.070 -1.276
H -0.460 -0.465 -1.903
H -5.113 0.867 -2.844
H -6.453 -0.247 -2.544
H -5.283 -0.606 -3.806

=====

68
Properties=species:S:1:pos:R:3 method="wB97M-V/def2-TZVPD" spin_multiplicity=5 orbital_gap_ev="6.35 / 6.77" s_squared=6.028 energy_ha=-5267.82015 total_charge=-1
Fe -0.994 -0.287 -1.224
O -0.712 3.948 -1.127
C -1.008 2.762 -1.159
O -0.204 1.761 -1.196
C -2.500 2.307 -1.120
O -3.414 3.110 -1.161
O -2.614 1.019 -1.018
I -3.968 -5.532 0.507
C -4.079 -3.645 -0.392
C -5.297 -3.131 -0.796
C -5.292 -1.900 -1.425
C -4.088 -1.231 -1.602
N -2.923 -1.731 -1.192
C -2.915 -2.926 -0.611
H -6.217 -3.674 -0.628
H -6.213 -1.460 -1.782
H -4.044 -0.254 -2.062
H -1.945 -3.313 -0.325
C 0.149 -2.105 -1.339
H 1.136 -1.943 -1.779
H -0.350 -2.914 -1.890
H 0.293 -2.434 -0.299
C -1.287 1.253 1.728
N -0.825 -0.088 1.299
C -1.765 -1.085 1.835
N -1.864 -1.030 3.296
C -2.292 0.325 3.670
N -1.367 1.350 3.192
C -0.043 1.072 3.747
N 0.447 -0.261 3.371
C 0.493 -0.330 1.905
C -0.523 -1.250 3.846
H -2.268 1.440 1.300
H -0.589 1.997 1.349
H -1.421 -2.081 1.547
H -2.749 -0.903 1.400
H -2.361 0.383 4.758
H -3.277 0.514 3.239
H -0.090 1.135 4.836
H 0.658 1.822 3.376
H 0.844 -1.320 1.606
H 1.189 0.415 1.528
H -0.576 -1.200 4.936
H -0.181 -2.246 3.554
C 4.313 -0.546 0.682
C 4.107 -0.234 -0.800
As 2.354 0.664 -1.057
C 2.856 2.477 -0.464
C 4.173 3.098 -0.920
C 2.370 0.873 -3.020
C 3.709 0.921 -3.752
H 5.257 -1.069 0.862
H 3.503 -1.173 1.062
H 4.322 0.370 1.280
H 4.080 -1.163 -1.376
H 4.937 0.361 -1.184
H 2.821 2.449 0.629
H 2.011 3.095 -0.773
H 5.032 2.454 -0.720
H 4.344 4.044 -0.399
H 4.157 3.317 -1.988
H 1.782 1.774 -3.208
H 1.775 0.040 -3.401
H 4.268 1.826 -3.519
H 3.554 0.900 -4.835
H 4.339 0.067 -3.497
O -1.853 -0.559 -4.084
C -1.166 -0.322 -3.219

=====

64
Properties=species:S:1:pos:R:3 method="wB97M-V/def2-TZVPD" orbital_gap_ev=10.56 energy_ha=-1271.74755 smiles=OCCO.CO.CO.CO.CO.CO.CO.CO.CO.CO total_charge=0
O 3.263 1.948 1.055
C 3.151 2.175 -0.349
C 4.293 1.472 -1.041
O 4.337 0.016 -1.202
H 2.438 1.484 1.345
H 2.237 1.740 -0.771
H 3.193 3.230 -0.499
H 5.256 1.769 -0.546
H 4.452 1.749 -2.045
H 3.877 -0.392 -0.427
C -0.756 0.083 -2.424
O -0.093 -1.197 -2.662
H -0.261 0.680 -1.673
H -0.716 0.650 -3.347
H -1.779 -0.097 -2.252
H 0.838 -0.899 -3.026
C -1.216 5.414 1.856
O -0.799 5.067 0.521
H -1.882 6.252 1.829
H -1.620 4.487 2.244
H -0.370 5.689 2.510
H -0.601 5.832 0.019
C -4.159 2.008 -0.115
O -3.094 1.093 -0.044
H -3.823 3.084 0.059
H -4.781 1.929 -1.072
H -4.916 1.893 0.688
H -2.300 1.575 -0.087
C -2.184 -3.371 0.536
O -1.088 -4.227 0.835
H -2.897 -3.530 1.361
H -1.819 -2.344 0.494
H -2.574 -3.597 -0.449
H -0.302 -4.054 0.351
C -0.723 1.894 3.433
O -1.221 1.563 2.135
H -0.388 1.012 4.041
H 0.082 2.590 3.218
H -1.541 2.414 3.990
H -1.872 0.837 2.364
C -2.653 -1.640 3.808
O -2.785 -0.553 2.929
H -3.613 -2.087 4.109
H -2.034 -2.461 3.439
H -2.246 -1.230 4.766
H -2.857 -1.009 2.085
C 0.824 -1.062 0.717
O 0.978 0.332 0.965
H 1.716 -1.648 0.463
H 0.243 -1.595 1.431
H 0.252 -1.167 -0.186
H 0.134 0.736 1.234
C 1.316 -4.425 -2.202
O 0.947 -3.366 -1.333
H 1.180 -5.346 -1.697
H 0.688 -4.477 -3.069
H 2.371 -4.411 -2.536
H 0.366 -2.689 -1.771
C 2.874 -1.903 -4.290
O 2.601 -0.704 -3.511
H 1.914 -2.286 -4.725
H 3.608 -1.641 -5.002
H 3.297 -2.695 -3.682
H 3.232 -0.593 -2.794

=====

22
Properties=species:S:1:pos:R:3 method="wB97M-V/def2-TZVPD" orbital_gap_ev=9.13 energy_ha=-1145.51804 smiles="C[C@H]1C=CCS1.CC(=O)S" total_charge=0
C -1.301 -1.889 0.477
C -2.349 -0.781 0.582
C -1.744 0.598 0.555
C -2.145 1.425 -0.401
C -3.189 0.908 -1.350
S -3.530 -0.805 -0.823
H -1.774 -2.876 0.450
H -0.627 -1.859 1.341
H -0.708 -1.768 -0.435
H -2.921 -0.918 1.510
H -0.996 0.860 1.301
H -1.764 2.435 -0.520
H -4.106 1.505 -1.301
H -2.838 0.925 -2.387
C 3.982 0.919 0.639
C 4.199 -0.084 -0.471
O 5.219 -0.182 -1.102
S 2.834 -1.188 -0.855
H 3.141 1.580 0.402
H 3.757 0.407 1.580
H 4.893 1.510 0.750
H 1.967 -0.723 0.059

=====

6
Properties=species:S:1:pos:R:3 method="wB97M-V/def2-TZVPD" orbital_gap_ev="9.45 / 9.51" energy_ha=-189.83182 total_charge=+1
C -0.464 0.155 -0.065
O 1.850 -0.199 -0.169
O 0.799 -0.399 0.417
H -0.930 -0.862 -0.219
H -0.870 0.444 0.834
H -0.384 0.861 -0.799

=====

84
Properties=species:S:1:pos:R:3 method="wB97M-V/def2-TZVPD" spin_multiplicity=2 orbital_gap_ev="7.03 / 7.34" s_squared=0.778 energy_ha=-6659.13369 total_charge=+1
Ru -0.701 -0.826 -0.259
C -2.822 0.329 -3.008
O -2.833 0.092 -1.603
C -4.040 -0.449 -1.101
C -3.892 -1.926 -0.884
O -2.826 -2.204 0.038
C -3.259 -2.241 1.403
C -2.034 -2.373 2.254
O -1.166 -1.236 2.129
C -1.534 -0.181 3.030
H -3.589 1.060 -3.266
H -1.845 0.742 -3.250
H -2.979 -0.591 -3.577
H -4.235 0.057 -0.152
H -4.878 -0.258 -1.777
H -4.829 -2.351 -0.519
H -3.615 -2.417 -1.814
H -3.826 -1.337 1.645
H -3.900 -3.113 1.556
H -2.325 -2.505 3.298
H -1.459 -3.237 1.947
H -1.635 -0.595 4.033
H -0.734 0.551 3.018
H -2.463 0.306 2.735
F 0.950 5.478 1.744
C 0.039 5.568 0.768
C -0.275 4.468 -0.014
C -1.179 4.679 -1.047
F -1.464 3.678 -1.896
C -1.790 5.895 -1.267
F -2.676 6.049 -2.247
C -1.464 6.963 -0.454
F -2.030 8.143 -0.654
C -0.537 6.805 0.559
F -0.207 7.844 1.318
Ge 0.447 2.666 0.179
S -1.298 1.325 0.305
C 1.541 2.532 1.793
C 2.864 2.129 1.847
F 3.507 1.706 0.743
C 3.593 2.148 3.019
F 4.860 1.738 3.035
C 2.995 2.588 4.182
F 3.690 2.635 5.308
C 1.665 2.965 4.177
F 1.082 3.352 5.306
C 0.964 2.918 2.992
F -0.330 3.273 3.009
C 1.617 2.516 -1.381
C 1.608 1.526 -2.340
F 0.668 0.561 -2.328
C 2.523 1.471 -3.373
F 2.493 0.474 -4.254
C 3.476 2.465 -3.482
F 4.361 2.429 -4.465
C 3.505 3.493 -2.558
F 4.418 4.450 -2.663
C 2.589 3.495 -1.528
F 2.678 4.477 -0.620
O 2.158 -4.615 0.397
S 0.745 -4.472 0.565
O 0.196 -4.499 1.885
N 0.301 -3.059 -0.247
C -0.417 -3.355 -1.290
S -0.786 -2.073 -2.338
C -0.799 -4.775 -1.459
C -1.681 -5.346 -2.354
C -1.915 -6.714 -2.251
C -1.268 -7.481 -1.284
C -0.379 -6.903 -0.384
C -0.174 -5.544 -0.495
H -2.184 -4.746 -3.103
H -2.615 -7.186 -2.927
H -1.475 -8.542 -1.220
H 0.125 -7.491 0.372
C 4.263 -1.965 1.391
C 3.690 -1.299 0.132
C 2.312 -0.843 0.325
N 1.237 -0.475 0.480
H 5.321 -2.160 1.232
H 3.759 -2.909 1.588
H 4.161 -1.314 2.260
H 3.680 -2.001 -0.703
H 4.279 -0.431 -0.161

=====

25
Properties=species:S:1:pos:R:3 method="wB97M-V/def2-TZVPD" orbital_gap_ev=2.90 energy_ha=-1575.14616 total_charge=+1
C 3.534 -0.451 0.492
C 2.205 -0.419 -0.437
I 1.988 -2.459 -1.241
C 0.952 -0.034 0.533
P -0.607 0.487 -0.471
N -2.010 1.034 -1.527
C -1.963 2.334 -1.456
O -1.769 3.623 -1.364
N -1.711 -0.608 0.363
C -1.886 -0.422 1.789
O -2.618 0.546 2.144
F -1.298 -1.167 2.829
C -1.885 -1.941 -0.139
O -2.164 -2.859 0.685
F -1.890 -2.364 -1.501
H 3.519 -1.424 1.095
H 3.512 0.432 1.237
H 4.513 -0.433 -0.125
H 2.321 0.331 -1.299
H 1.219 0.866 1.196
H 0.801 -0.944 1.207
H -0.284 -0.456 -1.546
H 0.230 1.444 -1.167
H -0.877 1.556 0.496
Cd -3.832 3.326 -1.795

=====

15
Properties=species:S:1:pos:R:3 method="wB97M-V/def2-TZVPD" orbital_gap_ev=7.39 energy_ha=-855.11184 total_charge=-2
C -1.072 -1.184 -3.384
C 0.100 -0.371 0.198
C -0.291 -1.009 -1.055
C -0.531 -0.441 -2.221
O -1.353 -0.503 -4.418
O 2.914 2.563 2.351
O -1.310 -2.407 -3.189
O 2.439 4.143 0.518
S 2.034 2.897 1.165
H 1.014 -0.814 0.656
H -0.724 -0.186 1.060
H 0.534 0.610 0.136
H 0.524 3.273 1.996
H -0.432 -1.991 -1.097
H -0.464 0.557 -2.296

=====

17
Properties=species:S:1:pos:R:3 method="wB97M-V/def2-TZVPD" orbital_gap_ev=9.62 energy_ha=-640.18795 total_charge=0
C 0.061 0.971 -1.183
C 0.836 2.178 -0.666
C -1.645 -0.711 -0.935
C 0.881 -1.299 2.448
N -1.122 0.578 -0.547
N 0.957 -1.603 1.231
O 0.445 0.300 -2.099
I 2.076 -3.160 0.700
H 1.485 1.789 0.089
H 1.299 2.489 -1.672
H 0.163 2.965 -0.166
H -2.749 -0.799 -0.556
H -1.711 -0.814 -1.996
H -0.994 -1.597 -0.563
H 1.416 -1.910 3.271
H 0.130 -0.508 2.558
H -1.526 1.130 0.085